This record from the OMol25 dataset describes a structure of composition C26H27N2O4PdSi in a non-equilibrium geometry. The level of theory is ωB97M-V/def2-TZVPD.

The geometry in XYZ format:
```
61
Properties=species:S:1:pos:R:3:forces:R:3
Pd 0.8413 -0.8242 1.2103 0.92 0.34 -0.35
C -1.4384 -0.5733 0.8724 -0.89 -0.26 -0.14
Si -1.3131 -1.1858 2.6609 0.52 -0.20 0.44
C -0.5168 0.2703 3.5832 0.15 0.16 0.03
N 0.7083 0.7223 2.8651 0.30 -0.62 -0.69
C 1.9962 0.5246 3.5977 -0.20 0.37 0.18
C 3.0988 1.3508 2.9647 -0.13 0.12 0.05
C 2.8010 2.8473 3.1385 -0.07 -0.04 0.01
C 1.2907 3.1346 3.0074 0.00 -0.08 0.03
C 0.6117 2.0443 2.1859 0.00 0.12 0.50
C -2.8541 -1.7163 3.5257 -0.36 0.07 -0.39
C -2.9215 -1.6142 4.9167 -0.05 -0.03 0.03
C -4.0437 -2.0718 5.5933 -0.03 -0.02 -0.01
C -5.1062 -2.6246 4.8866 0.06 0.03 0.01
C -5.0501 -2.7231 3.5017 0.01 0.01 0.00
C -3.9290 -2.2693 2.8216 0.00 -0.02 0.09
C 0.0179 -2.5427 2.6632 -0.17 0.09 -0.17
C 0.2214 -3.3639 1.5327 -0.15 -0.19 0.30
C 1.2245 -4.3197 1.5125 -0.02 -0.09 -0.05
C 2.0421 -4.4828 2.6171 0.06 -0.01 0.01
C 1.8372 -3.7175 3.7610 0.00 0.00 0.04
C 0.8409 -2.7609 3.7844 -0.07 0.02 0.00
H -1.7748 0.4435 0.6806 0.12 -0.01 0.01
H -1.8015 -1.2552 0.1062 0.05 0.02 0.01
H -0.2617 -0.0331 4.6013 0.06 0.15 0.00
H -1.2369 1.0906 3.6493 0.09 0.04 0.10
H 2.2380 -0.5309 3.5988 0.01 -0.20 -0.02
H 1.8571 0.8347 4.6408 -0.06 0.02 -0.01
H 3.1894 1.0803 1.9103 0.02 0.00 -0.04
H 4.0464 1.0910 3.4326 0.03 -0.04 -0.01
H 3.3675 3.4257 2.4088 -0.01 0.00 -0.01
H 3.1400 3.1644 4.1252 0.03 0.04 -0.02
H 1.1122 4.0918 2.5170 0.01 0.02 0.06
H 0.8188 3.1909 3.9930 0.01 0.00 -0.06
H 1.0984 1.9812 1.2190 0.05 -0.05 -0.11
H -0.4408 2.2639 2.0184 -0.06 -0.04 -0.01
H -2.1013 -1.1858 5.4872 -0.09 -0.04 -0.05
H -4.0887 -1.9937 6.6728 -0.02 -0.01 -0.05
H -5.9822 -2.9767 5.4180 0.05 0.02 -0.02
H -5.8796 -3.1506 2.9512 0.04 0.02 0.04
H -3.8957 -2.3528 1.7383 0.00 0.02 0.11
H -0.4415 -3.2838 0.6806 -0.01 0.06 -0.13
H 1.3693 -4.9331 0.6332 0.01 0.02 0.01
H 2.8431 -5.2102 2.5902 -0.03 0.00 0.02
H 2.4606 -3.8675 4.6334 -0.01 -0.01 -0.03
H 0.6835 -2.1870 4.6928 0.05 0.01 -0.06
O 4.7012 3.5580 -2.4063 0.00 -0.46 -0.40
C 4.1029 2.8524 -3.2040 -0.61 0.49 -0.03
O 3.8117 2.6646 -4.3651 0.41 -0.05 0.40
C 3.1704 1.8509 -2.2668 0.27 0.09 0.01
C 1.8399 2.1764 -2.1081 -0.04 0.03 -0.06
C 1.1102 1.3619 -1.2643 -0.02 -0.25 -0.03
N 1.6512 0.3166 -0.6252 -0.22 0.44 0.16
C 2.9347 0.0249 -0.8290 -0.15 0.17 -0.08
C 3.7573 0.7725 -1.6573 -0.03 -0.04 -0.11
C 3.4941 -1.1542 -0.0810 -0.07 -0.22 0.33
O 4.5671 -1.6033 -0.4025 -0.05 -0.06 0.16
O 2.7361 -1.5852 0.8935 0.20 -0.01 -0.10
H 1.3796 3.0145 -2.6144 0.04 -0.04 0.02
H 0.0539 1.5390 -1.1044 0.00 0.02 0.06
H 4.7916 0.4817 -1.7808 0.00 0.04 0.03
```
Forces are in eV/Å.

## Properties
Electronic energy in eV: -49917.6982
LUMO energy (alpha / beta) in hartree: -0.108 / -0.224
Gap between HOMO and LUMO (alpha / beta) in eV: 8.5 / 6.2
2S+1: 5
Relative energy (zero: lowest compared OMol25 entry of this formula, charge and spin) in kJ/mol: 55.6
HOMO energy (alpha / beta) in eV: -11.4 / -12.3
Net charge: +1
⟨S²⟩: 6.026


This record from the OMol25 dataset describes an isolated molecule of C26H27N3O3 in a non-equilibrium geometry. The level of theory is ωB97M-V/def2-TZVPD.

The geometry in XYZ format:
```
59
Properties=species:S:1:pos:R:3:forces:R:3
C -4.6217 -2.2046 1.3657 -0.09 0.05 0.27
O -4.1295 -2.3966 0.0617 0.18 -0.04 -0.33
C -2.7969 -2.6039 -0.1070 0.14 -0.05 -0.22
C -2.3589 -2.7018 -1.4297 -0.25 -0.01 0.19
C -1.0214 -2.8800 -1.7130 0.01 -0.01 0.13
C -0.0848 -2.9837 -0.6906 0.06 0.04 0.03
C 1.3807 -3.1235 -0.9885 0.24 -0.16 0.00
N 2.1075 -2.0034 -0.4218 -0.54 -0.10 -0.10
C 3.4130 -2.0444 -0.1184 0.22 0.59 0.27
O 4.1123 -3.0303 -0.1888 0.27 -0.45 -0.07
C 3.9374 -0.6826 0.3746 -0.02 -0.40 0.04
C 3.7073 0.3873 -0.6505 -0.08 0.40 -0.22
C 4.9033 0.8639 -1.4190 -0.27 0.15 -0.07
N 2.5007 0.7678 -0.7788 0.03 -0.35 0.32
N 2.0855 1.7208 -1.6360 1.00 0.31 -0.68
C 0.7891 2.1604 -1.6342 -0.06 -0.25 0.00
O 0.4476 3.0522 -2.3746 -0.07 0.10 0.00
C -0.1034 1.4069 -0.6577 -0.27 0.16 0.09
C 0.4228 1.5246 0.7556 -0.01 -0.01 0.24
C 0.2696 0.4608 1.6352 -0.05 0.09 -0.04
C 0.7309 0.5519 2.9358 -0.01 -0.06 0.04
C 1.3476 1.7110 3.3753 0.07 0.02 0.12
C 1.4912 2.7803 2.5083 0.03 0.07 0.04
C 1.0284 2.6899 1.2075 -0.09 -0.08 -0.03
C -1.5401 1.8685 -0.7061 -0.04 -0.10 -0.19
C -1.8786 3.1980 -0.4960 -0.06 0.00 -0.01
C -3.2048 3.5913 -0.5168 0.06 0.09 0.06
C -4.2068 2.6608 -0.7341 -0.11 -0.05 -0.02
C -3.8757 1.3329 -0.9403 -0.15 0.00 0.01
C -2.5489 0.9416 -0.9301 0.14 0.01 0.01
C -0.5281 -2.9086 0.6224 0.02 -0.09 -0.24
C -1.8663 -2.7151 0.9213 -0.29 0.02 0.13
H -4.4690 -3.0915 1.9891 0.01 0.04 -0.02
H -5.6899 -2.0259 1.2538 0.07 -0.01 0.06
H -4.1579 -1.3355 1.8435 -0.01 -0.04 -0.01
H -3.0902 -2.6211 -2.2184 -0.10 0.02 -0.10
H -0.7000 -2.9392 -2.7426 0.05 0.00 -0.12
H 1.7971 -4.0343 -0.5458 -0.05 0.07 -0.13
H 1.5415 -3.1723 -2.0732 -0.03 -0.09 0.12
H 1.6636 -1.0933 -0.4213 0.06 -0.09 0.01
H 4.9973 -0.7868 0.5991 -0.07 -0.06 0.01
H 3.3898 -0.4399 1.2870 0.05 0.08 0.03
H 5.4795 1.5597 -0.8085 0.08 0.03 0.01
H 5.5410 0.0148 -1.6552 0.06 -0.02 -0.03
H 4.6296 1.3630 -2.3466 0.07 0.02 -0.06
H 2.7333 2.2074 -2.2548 -0.21 -0.07 0.19
H -0.0717 0.3515 -0.9535 -0.01 0.07 0.05
H -0.2146 -0.4436 1.2964 -0.05 -0.07 -0.06
H 0.6112 -0.2852 3.6083 -0.01 -0.08 0.06
H 1.7131 1.7816 4.3891 0.03 0.01 0.08
H 1.9674 3.6894 2.8458 0.04 0.08 0.03
H 1.1516 3.5285 0.5372 0.04 0.11 -0.08
H -1.1055 3.9303 -0.3261 0.08 0.09 0.01
H -3.4577 4.6298 -0.3600 -0.01 0.08 0.01
H -5.2417 2.9705 -0.7450 -0.08 0.03 -0.01
H -4.6479 0.5969 -1.1111 -0.07 -0.07 -0.02
H -2.2969 -0.0958 -1.0994 0.06 -0.07 -0.01
H 0.1880 -2.9996 1.4265 0.08 0.02 0.11
H -2.1697 -2.6517 1.9544 -0.07 0.01 0.09
```
Forces are in eV/Å.

## Properties
Electronic energy in eV: -38013.2879
LUMO energy in hartree: 0.022
Gap between HOMO and LUMO in eV: 9.2
2S+1: 1
SMILES: COc1ccc(CNC(=O)C/C(C)=N/NC(=O)C(c2ccccc2)c2ccccc2)cc1
Relative energy (zero: lowest compared OMol25 entry of this formula, charge and spin) in kJ/mol: 133.3
HOMO energy in eV: -8.6
Net charge: 0


This record from the OMol25 dataset describes a structure of composition C26H28AlN8O2S2. The level of theory is ωB97M-V/def2-TZVPD.

The geometry in XYZ format:
```
67
Properties=species:S:1:pos:R:3:forces:R:3
Al -0.3951 -1.6401 1.5439 -0.08 -0.01 0.04
C -1.4754 -0.8901 -5.6664 0.02 0.00 -0.01
O -0.7356 0.2949 -5.9411 -0.01 -0.01 -0.01
C 0.3896 0.5098 -5.2343 0.00 0.01 0.01
C 0.8463 -0.3226 -4.2130 0.01 0.00 -0.01
C 2.0135 -0.0060 -3.5330 -0.01 -0.01 0.01
C 2.7425 1.1271 -3.8775 0.00 -0.01 -0.02
C 2.3080 1.9206 -4.9427 0.02 0.01 0.02
C 1.1306 1.6395 -5.5946 -0.02 -0.01 0.01
N 3.9959 1.5355 -3.3261 0.01 0.03 0.06
N 4.3062 1.4159 -2.1343 0.01 -0.05 -0.04
C 3.4110 0.9142 -1.1335 -0.03 0.06 -0.02
C 3.7518 -0.2153 -0.4457 0.03 -0.03 -0.03
C 2.9246 -0.7059 0.5764 0.01 0.02 -0.01
C 1.7991 -0.0347 0.9682 -0.03 0.05 0.03
O 0.9717 -0.5665 1.9110 0.04 -0.01 -0.08
C 1.4886 1.2179 0.3605 -0.01 -0.05 0.08
N 0.4244 1.9531 0.8242 0.03 0.08 -0.05
C 0.1080 3.0588 0.1800 0.00 -0.01 0.02
C 0.8089 3.5633 -0.9234 0.00 -0.01 0.00
C 1.9123 2.8829 -1.3514 -0.01 -0.01 0.01
C 2.2818 1.6731 -0.7235 -0.02 0.01 0.02
H -2.3043 -0.8923 -6.3669 0.00 -0.01 0.00
H -1.8580 -0.8861 -4.6443 -0.01 0.01 0.02
H -0.8649 -1.7820 -5.8129 -0.02 0.00 -0.01
H 0.3097 -1.2230 -3.9502 0.01 0.00 0.00
H 2.3548 -0.6771 -2.7587 0.01 0.00 0.01
H 2.9231 2.7591 -5.2442 -0.01 0.00 0.00
H 0.7767 2.2524 -6.4123 0.00 0.00 0.00
H 4.6426 -0.7588 -0.7324 0.00 0.00 0.01
H 3.1541 -1.6511 1.0514 0.01 0.00 0.00
H -0.7451 3.6156 0.5631 0.01 -0.01 0.01
H 0.4900 4.4818 -1.3942 0.00 0.00 0.00
H 2.5082 3.2646 -2.1685 0.01 0.00 -0.01
N -0.0727 2.3641 3.5640 -0.02 -0.01 0.24
C -0.8435 1.0783 3.5763 0.01 0.05 -0.01
C -2.2561 1.2972 3.0799 -0.02 -0.01 0.01
C -2.8845 -0.0651 2.7966 -0.02 -0.02 -0.02
N -2.2131 -0.6760 1.6121 -0.07 -0.02 0.07
C -2.7898 -0.9916 4.0086 -0.01 0.00 0.00
C -1.3911 -1.0766 4.6187 0.00 0.01 0.01
N -0.4903 -1.8502 3.7135 0.01 -0.01 -0.01
C -0.8112 0.3189 4.8841 0.01 -0.05 -0.04
H 0.1684 2.4729 2.5455 0.07 0.00 -0.28
H 0.8042 2.2741 4.0781 -0.01 0.03 0.02
H -0.5840 3.1691 3.9244 0.00 -0.02 0.02
H -0.2877 0.5116 2.8363 -0.01 -0.02 0.01
H -2.2551 1.8968 2.1658 -0.01 0.02 -0.01
H -2.8614 1.8199 3.8272 0.01 0.01 0.00
H -3.9377 0.0848 2.5537 0.00 -0.01 0.00
H -2.2067 -0.0178 0.8317 0.05 -0.01 -0.01
H -2.7897 -1.4516 1.2797 0.01 0.00 -0.01
H -3.1366 -1.9927 3.7393 0.00 0.00 0.00
H -3.4775 -0.6219 4.7723 0.00 0.00 0.00
H -1.4609 -1.5995 5.5741 0.00 0.00 0.00
H -0.6832 -2.8397 3.8584 -0.02 0.00 0.01
H 0.4778 -1.7179 4.0021 0.01 0.00 -0.01
H 0.2112 0.2226 5.2622 0.00 0.01 0.00
H -1.4058 0.8100 5.6592 -0.01 0.00 -0.01
S -0.9306 -3.8276 1.5198 0.03 -0.01 -0.02
C -1.1424 -4.0748 -0.2045 0.00 0.10 -0.03
C -1.5742 -5.3803 -0.5977 0.06 -0.01 -0.02
N -1.9133 -6.4383 -0.8918 -0.03 0.01 0.01
C -0.9253 -3.1053 -1.1221 -0.07 0.01 0.02
S -0.3645 -1.4903 -0.7604 -0.01 -0.04 0.03
C -1.1235 -3.3703 -2.5170 0.09 -0.15 0.02
N -1.2449 -3.5611 -3.6440 -0.04 0.08 -0.01
```
Forces are in eV/Å.

## Properties
Electronic energy in eV: -71697.1558
LUMO energy in hartree: -0.115
Gap between HOMO and LUMO in eV: 7.0
2S+1: 1
Relative energy (zero: lowest compared OMol25 entry of this formula, charge and spin) in kJ/mol: 0.0
HOMO energy in eV: -10.1
Net charge: +1